1.
Computed, not measured: 2 unconnected molecules or ions with the total composition C4H10N3 in a non-equilibrium geometry, with ωB97M-V with the def2-TZVPD basis set.

E_LUMO (spin up / spin down) ... -0.172 / -0.172 Ha
E_tot ... -8770.154 eV
Orbital gap (spin up / spin down) ... 7.09 / 7.09 eV
Charge ... +1

Each line ends with the Löwdin charge.
Cartesian coordinates (Å):
C1 -2.8411 0.5827 0.9039  -0.090
C2 2.1661 -0.1689 -2.0027  -0.086
C3 1.1058 0.0478 -0.9347  -0.204
C4 1.6073 -0.5203 0.4177  -0.142
N1 0.6048 -0.6666 1.3154  0.067
N2 -0.3150 -0.7699 1.9354  0.406
N3 -3.7461 0.6269 1.8012  -0.008
H1 -3.1293 0.9873 -0.0725  0.006
H2 1.8188 0.2454 -2.9423  0.089
H3 3.1019 0.3158 -1.7456  0.086
H4 2.3564 -1.2257 -2.1555  0.084
H5 0.1843 -0.4615 -1.2240  0.120
H6 0.8918 1.1102 -0.8175  0.122
H7 2.0618 -1.5083 0.2612  0.167
H8 2.3754 0.1354 0.8465  0.170
H9 -4.6937 0.9963 1.6800  0.119
H10 -3.5493 0.2733 2.7335  0.094

Cartesian forces, eV/Å:
C 1.86 -0.46 -0.55
C -0.03 0.01 0.15
C -0.18 0.00 -0.04
C 2.53 0.38 -2.40
N -4.59 -0.56 3.33
N 2.22 0.37 -1.47
N -1.10 0.22 0.54
H -0.57 0.12 0.22
H -0.03 0.07 -0.11
H 0.17 0.10 0.02
H 0.05 -0.20 -0.05
H 0.00 0.05 0.13
H -0.10 -0.06 0.08
H -0.15 0.08 0.19
H -0.18 -0.14 0.13
H 0.22 -0.07 0.01
H -0.11 0.08 -0.18



2.
Computed, not measured: a gas-phase ion, C4H10N3 (charge +1) in a non-equilibrium geometry, with ωB97M-V with the def2-TZVPD basis set.

E_LUMO ... -0.168 Ha
E_tot ... -8771.820 eV
Orbital gap ... 8.43 eV
Charge ... +1

Each line ends with the Löwdin charge.
Cartesian coordinates (Å):
C1 -2.6120 -0.1280 0.1344  -0.005
C2 -1.1721 0.0551 -0.0913  -0.231
N1 -0.6316 1.2996 -0.3297  0.219
C3 -0.2308 -1.0362 0.1226  -0.029
C4 1.1416 -1.0918 0.2052  -0.064
N2 2.2857 -0.4321 0.0781  0.013
N3 2.5346 0.9887 -0.0253  0.062
H1 -3.0034 0.1199 1.1319  0.128
H2 -2.9260 -1.0589 -0.2981  0.094
H3 -3.1467 0.4513 -0.6031  0.094
H4 -1.2508 1.9930 -0.5300  0.086
H5 0.3278 1.4903 -0.1437  0.079
H6 -0.7443 -1.9884 0.1360  0.111
H7 1.3350 -2.1252 0.4014  0.134
H8 3.1493 -0.8012 -0.0435  0.113
H9 2.1265 1.4037 -0.8920  0.110
H10 3.5170 1.1172 -0.0701  0.086

Cartesian forces, eV/Å:
C -0.72 0.40 -1.75
C 4.42 1.04 1.12
N -0.79 -4.51 0.91
C -2.48 2.15 -0.55
C 0.91 -1.13 -0.31
N -2.78 3.61 -0.15
N -2.78 0.17 -0.65
H 0.49 -0.36 -0.29
H 0.05 -1.20 0.87
H -0.25 1.19 0.04
H -1.71 2.63 -0.45
H 0.43 0.18 0.03
H 0.33 -0.07 0.47
H 0.87 -0.58 -0.07
H 2.39 -2.86 0.05
H 0.69 -0.81 0.62
H 0.93 0.12 0.10



3.
Computed, not measured: a gas-phase ion, C4H10N3 (charge +1) in a non-equilibrium geometry, with ωB97M-V with the def2-TZVPD basis set.

E_LUMO ... -0.134 Ha
E_tot ... -8771.563 eV
Orbital gap ... 10.24 eV
Charge ... +1

Each line ends with the Löwdin charge.
Cartesian coordinates (Å):
C1 -0.7360 2.0918 -0.0677  0.025
C2 0.1880 0.8729 -0.1055  -0.367
N1 1.4141 0.9561 -0.3401  0.119
C3 2.0135 -0.3334 -0.2666  -0.056
N2 0.7906 -1.2973 0.0845  0.125
N3 -0.2857 -0.3760 0.1828  -0.084
C4 -1.6559 -0.9984 0.0710  0.022
H1 -0.7302 2.7918 -0.8942  0.090
H2 -0.3689 2.8644 0.6943  0.123
H3 -1.7256 1.8382 0.3170  0.066
H4 2.5804 -0.7289 -1.0066  0.091
H5 2.6806 -0.4147 0.6485  0.154
H6 0.8894 -2.0809 -0.5402  0.178
H7 0.9742 -1.7091 1.0512  0.215
H8 -1.7451 -1.6120 -0.8543  0.103
H9 -1.8348 -1.6738 0.9006  0.084
H10 -2.4487 -0.1907 0.1253  0.112

Cartesian forces, eV/Å:
C 0.60 0.79 2.29
C -1.19 2.40 -0.62
N 1.77 -0.33 -0.85
C -0.78 1.13 4.94
N 2.31 0.41 2.75
N -2.41 -2.61 -0.13
C -0.08 0.93 -0.44
H -0.16 -0.85 -0.90
H -0.01 -1.53 -0.46
H 0.00 0.07 -0.56
H 1.13 -0.84 -3.01
H -0.72 0.31 -0.89
H -1.45 -0.33 -1.07
H -0.39 0.61 -1.44
H 0.03 0.75 0.38
H 0.19 0.07 0.31
H 1.16 -0.99 -0.29



4.
Computed, not measured: 2 unconnected molecules or ions with the total composition C4H10N3 in a non-equilibrium geometry, with ωB97M-V with the def2-TZVPD basis set.

E_LUMO ... -0.162 Ha
E_tot ... -8770.842 eV
Orbital gap ... 8.20 eV
Charge ... +1

Each line ends with the Löwdin charge.
Cartesian coordinates (Å):
C1 2.3084 0.6017 -1.1628  0.131
C2 3.0506 -0.3274 0.9943  0.139
C3 -1.1924 -0.1577 -0.9546  -0.296
C4 -2.7067 -0.1051 0.9876  -0.042
N1 2.8584 0.1011 -0.1558  0.016
N2 -0.0713 0.0054 -0.3503  0.064
N3 -2.4068 -0.1514 -0.4265  -0.024
H1 2.3696 1.6366 -1.2706  0.110
H2 3.9941 -0.6704 1.2030  0.083
H3 2.1724 -0.7614 1.6358  0.164
H4 -1.0609 -0.1428 -2.0218  0.123
H5 -1.8075 -0.1605 1.5423  0.062
H6 -3.0512 0.9361 1.2364  0.113
H7 -3.5602 -0.6295 1.2148  0.065
H8 -0.1330 0.0480 0.6345  0.009
H9 -3.1828 -0.1823 -1.0717  0.146
H10 2.4191 -0.0403 -2.0347  0.137

Cartesian forces, eV/Å:
C 1.39 -1.96 -0.45
C -3.54 -1.78 -0.08
C 1.03 1.08 0.15
C 0.41 4.02 -1.14
N -0.24 0.50 1.18
N 1.12 -0.25 -0.99
N -0.89 -0.65 -0.57
H -0.73 1.78 -0.08
H 2.48 -0.18 1.04
H 1.44 1.33 -1.18
H -0.82 -0.33 -0.52
H 0.46 -1.08 0.86
H 0.35 -0.47 -0.29
H -1.27 -2.17 0.81
H -0.22 0.18 1.27
H 0.11 -0.09 0.14
H -1.08 0.06 -0.16



5.
Computed, not measured: a gas-phase ion, C4H10N3 (charge +1) in a non-equilibrium geometry, with ωB97M-V with the def2-TZVPD basis set.

E_LUMO ... -0.119 Ha
E_tot ... -8770.522 eV
Orbital gap ... 10.72 eV
Charge ... +1

Each line ends with the Löwdin charge.
Cartesian coordinates (Å):
C1 -2.0186 -0.3354 -0.0653  0.015
N1 -0.8467 0.3145 0.5230  0.032
C2 0.2674 0.4617 -0.3644  -0.315
N2 1.2849 1.1890 0.2076  0.059
C3 2.3589 0.1768 -0.0605  -0.219
N3 2.0312 -1.0159 0.6464  0.108
C4 1.4110 -0.7582 -0.6187  -0.099
H1 -2.1001 0.1408 -1.0288  0.093
H2 -1.8536 -1.3748 -0.3770  0.120
H3 -2.9449 -0.2986 0.5784  0.136
H4 -0.3645 -0.2431 1.2461  0.178
H5 -0.9474 1.2665 0.8669  0.194
H6 -0.1655 0.6572 -1.3841  0.175
H7 1.5537 1.9999 -0.3187  0.129
H8 3.3218 0.5653 -0.2967  0.155
H9 1.5471 -0.8893 1.5312  0.113
H10 1.4173 -1.3733 -1.4759  0.127

Cartesian forces, eV/Å:
C -1.48 -0.52 -0.28
N 0.86 -1.42 1.61
C 1.15 -3.02 -5.45
N 2.40 2.04 0.99
C -1.04 1.06 1.11
N 1.10 -0.30 -0.34
C -2.95 0.70 1.08
H -0.89 0.53 -0.16
H 0.52 0.13 0.77
H 1.22 0.29 -0.76
H -1.04 0.27 0.61
H -0.77 0.06 0.56
H 0.68 0.67 0.88
H -0.38 0.90 0.09
H 0.67 -0.33 -0.13
H -0.05 -0.13 -0.13
H 0.01 -0.93 -0.48



6.
Computed, not measured: a gas-phase ion, C4H10N3 (charge +1) in a non-equilibrium geometry, with ωB97M-V with the def2-TZVPD basis set.

E_LUMO ... -0.115 Ha
E_tot ... -8772.304 eV
Orbital gap ... 10.60 eV
Charge ... +1

Each line ends with the Löwdin charge.
Cartesian coordinates (Å):
C1 0.6584 -2.1822 -1.1246  -0.062
N1 0.7287 -1.0841 -0.5803  0.010
C2 -0.7986 -0.3572 -0.1617  -0.251
C3 -1.3939 -1.0150 1.1345  -0.035
N2 -0.3267 0.9847 0.0722  0.058
C4 0.8625 1.4907 -0.2195  -0.152
N3 1.1963 2.7200 -0.0563  0.193
H1 1.6025 -2.6309 -1.3531  0.078
H2 -0.2664 -2.8633 -1.1643  0.123
H3 -1.4792 -0.4448 -1.0238  0.139
H4 -2.0634 -1.8635 0.9163  0.085
H5 -0.4289 -1.4246 1.5557  0.092
H6 -1.6934 -0.2558 1.9082  0.092
H7 -0.9138 1.7135 0.5587  0.190
H8 1.4980 0.6759 -0.6171  0.143
H9 2.1308 3.0238 -0.2256  0.130
H10 0.6872 3.5128 0.3807  0.167

Cartesian forces, eV/Å:
C -1.54 -3.22 0.18
N -3.50 3.46 1.23
C 2.07 -2.32 -0.01
C 2.74 0.36 -0.05
N -0.34 3.30 1.11
C -1.19 -3.01 -0.51
N 0.35 2.71 0.88
H 0.48 -0.48 -0.48
H 1.11 1.16 -0.41
H 0.54 0.29 0.17
H 0.05 0.79 0.26
H -1.20 0.00 0.10
H -0.39 -0.83 -1.03
H 0.07 -1.63 -0.72
H 0.32 1.07 0.07
H 0.69 -0.32 -0.36
H -0.24 -1.35 -0.43